# 1
A cluster of 2 separate species, C7H7ClN2 in total in a non-equilibrium geometry, computed with the ωB97M-V functional and the def2-TZVPD basis.

Last column: Löwdin charge in e.
CARTESIAN COORDINATES (ANGSTROEM)
C1 -1.41 -1.88 0.17  -0.14
C2 -1.05 -1.89 -1.21  -0.10
C3 -0.68 -0.68 -1.78  -0.03
C4 -0.62 0.43 -0.90  -0.30
N1 -0.32 1.64 -1.26  0.08
N2 -0.31 2.41 -0.16  0.00
C5 -0.51 1.66 0.90  -0.08
C6 -0.83 0.38 0.53  -0.16
C7 -1.39 -0.81 1.03  -0.05
H1 -1.76 -2.92 0.56  0.13
H2 -1.33 -2.82 -1.79  0.12
H3 -0.66 -0.41 -2.91  0.14
H4 0.16 3.26 0.00  0.14
H5 -0.68 2.31 1.77  0.13
H6 -1.69 -1.11 2.06  0.12
Cl1 3.80 0.87 -0.24  0.28
H7 3.92 0.81 1.01  -0.28

Results
Molecular weight in g mol⁻¹: 154.60
HOMO energy in eV: -8.06
SMILES: c1ccc2n[nH]cc2c1.Cl
Relative energy (zero: lowest compared OMol25 entry of this formula, charge and spin) in kcal per mole: 46.0



# 2
The molecule C5H9N3 in a non-equilibrium geometry, computed with the ωB97M-V functional and the def2-TZVPD basis.

Last column: Löwdin charge in e.
CARTESIAN COORDINATES (ANGSTROEM)
C1 -0.09 1.90 -0.59  -0.09
C2 0.05 0.99 0.57  -0.40
N1 1.22 0.16 0.53  0.02
C3 0.55 -1.11 0.69  -0.24
C4 0.49 -2.07 -0.50  -0.11
N2 -0.45 -1.74 -1.27  0.01
N3 -0.95 -0.59 -0.93  -0.07
C5 -0.72 -0.27 0.41  -0.27
H1 -1.14 2.19 -0.96  0.09
H2 0.43 1.38 -1.45  0.09
H3 0.41 3.00 -0.25  0.13
H4 -0.05 1.53 1.49  0.13
H5 1.98 0.24 1.20  0.12
H6 0.66 -1.56 1.71  0.15
H7 1.10 -3.01 -0.47  0.11
H8 -2.01 -0.47 -1.25  0.20
H9 -1.50 -0.57 1.06  0.13

Results
Molecular weight in g mol⁻¹: 111.15
HOMO energy in eV: -8.30
SMILES: C[C@@H]1N[C@@H]2C=NN[C@H]12
Relative energy (zero: lowest compared OMol25 entry of this formula, charge and spin) in kcal per mole: 88.9



# 3
A cluster of 2 separate species, C2H6N2O2 in total in a non-equilibrium geometry, computed with the ωB97M-V functional and the def2-TZVPD basis.

Last column: Löwdin charge in e.
CARTESIAN COORDINATES (ANGSTROEM)
N1 3.29 0.96 2.03  0.11
C1 3.33 0.12 1.06  -0.42
O1 2.47 -0.84 0.99  -0.07
H1 2.62 0.86 2.80  0.13
H2 4.04 1.66 2.10  0.12
H3 4.13 0.37 0.32  0.13
N2 -5.11 -0.44 -5.34  0.11
C2 -4.15 -0.69 -4.48  -0.44
O2 -3.86 -1.84 -4.10  -0.03
H4 -5.59 -1.22 -5.78  0.12
H5 -5.23 0.51 -5.70  0.11
H6 -3.64 0.20 -4.03  0.13

Results
Molecular weight in g mol⁻¹: 90.08
HOMO energy in eV: -9.75
SMILES: NC=O.NC=O
Relative energy (zero: lowest compared OMol25 entry of this formula, charge and spin) in kcal per mole: 21.5